Record 1
A single C4H2ClNOS molecule at a distorted geometry. Source: the OMol25 dataset; level of theory: ωB97M-V/def2-TZVPD.

Calculated values
E_HOMO in eV: -9.81
SMILES string: N#C/C(=C\Cl)OC=S
E_LUMO in Ha: -0.0442
Strongest force on any atom in eV/A: 5.53
Total charge: 0
Relative energy (zero: lowest compared OMol25 entry of this formula, charge and spin) in eV: 3.656

Each line ends with the Löwdin charge.
Geometry (Å):
N: -0.621 -1.874 1.760  0.189
C: -0.379 -0.958 1.110  -0.183
O: 1.051 0.481 -0.220  -0.115
C: -1.374 1.039 -0.199  -0.340
Cl: -2.712 1.572 0.959  0.555
S: 2.887 -0.891 -1.618  0.756
H: 0.716 -1.647 -0.900  0.086
H: -1.041 1.626 -0.963  0.039
C: 1.446 -0.788 -0.929  -0.662
C: -0.332 0.179 0.165  -0.325

=====

Record 2
A molecular structure, C4H2CsO at a distorted geometry. Source: the OMol25 dataset; level of theory: ωB97M-V/def2-TZVPD.

Calculated values
Spin multiplicity: 2
E_HOMO (spin up / spin down) in eV: -5.49 / -5.89
E_LUMO (spin up / spin down) in Ha: -0.0304 / -0.0327
Strongest force on any atom in eV/A: 4.03
Total charge: 0
Relative energy (zero: lowest compared OMol25 entry of this formula, charge and spin) in eV: 0.000

Each line ends with the Löwdin charge.
Geometry (Å):
C: -0.381 -0.933 0.394  -0.167
Cs: 2.575 1.127 0.972  0.989
O: -0.302 2.063 0.587  -0.247
H: 1.589 -1.899 -0.318  0.012
C: -1.137 0.028 -0.408  -0.268
H: -1.985 -0.335 -0.993  0.062
C: 0.648 -1.435 -0.070  -0.031
C: -1.006 1.384 -0.164  -0.350

=====

Record 3
A molecular structure, C4H2F12O13S4Sn at a distorted geometry. Source: the OMol25 dataset; level of theory: ωB97M-V/def2-TZVPD.

Calculated values
E_HOMO in eV: -4.37
E_LUMO in Ha: -0.0813
Strongest force on any atom in eV/A: 4.35
Total charge: -2

Each line ends with the Löwdin charge.
Geometry (Å):
O: -2.719 -0.078 1.970  -0.256
F: -0.216 3.733 4.399  0.108
F: 3.778 -5.233 -3.601  0.140
O: 2.459 -4.758 -0.249  -0.362
F: -2.688 -0.887 4.585  0.142
H: 7.666 0.198 0.302  0.026
F: -0.718 -1.949 4.638  0.123
O: 6.979 -0.001 0.938  -0.054
O: -2.005 -2.349 1.275  -0.254
O: 2.321 -3.286 -2.246  -0.381
C: -3.342 1.545 -5.473  -0.627
O: -1.712 1.257 -3.310  -0.333
O: -0.781 6.940 2.374  -0.351
S: -0.847 5.493 2.385  0.489
O: -4.050 1.927 -2.944  -0.299
O: -2.139 4.829 1.958  -0.360
O: -0.376 -0.745 1.943  -0.270
H: 7.356 0.241 1.783  0.032
C: 3.344 -5.818 -2.534  -0.689
O: -3.544 -0.415 -3.471  -0.319
F: 4.383 -6.142 -1.745  0.101
S: 2.114 -4.658 -1.684  0.540
F: -2.267 1.158 -6.168  0.114
C: -0.750 4.956 4.270  -0.686
F: -4.579 1.151 -5.891  0.093
S: -3.153 1.038 -3.661  0.551
F: -1.984 4.904 4.810  0.097
F: -2.487 -3.012 4.166  0.116
C: -1.917 -1.804 4.058  -0.628
F: -3.344 2.884 -5.617  0.098
S: -1.770 -1.193 2.158  0.570
O: 0.800 -5.268 -2.042  -0.352
O: 0.243 4.865 1.693  -0.358
F: -0.062 5.780 4.973  0.150
F: 2.735 -6.970 -2.914  0.088
Sn: 3.273 1.670 -1.125  1.004

=====

Record 4
A single C4H2F2 molecule at a distorted geometry. Source: the OMol25 dataset; level of theory: ωB97M-V/def2-TZVPD.

Calculated values
E_HOMO in eV: -9.57
SMILES string: C#C/C(F)=C\F
E_LUMO in Ha: 0.0305
Strongest force on any atom in eV/A: 4.03
Total charge: 0
Relative energy (zero: lowest compared OMol25 entry of this formula, charge and spin) in eV: 1.126

Each line ends with the Löwdin charge.
Geometry (Å):
C: 1.466 -1.311 0.973  0.134
C: 0.680 -0.598 0.366  -0.043
C: -0.802 1.175 -0.526  -0.083
C: -0.387 -0.036 -0.394  -0.357
H: -1.938 1.238 -0.911  0.187
F: -0.072 2.267 -0.180  0.033
H: 2.328 -1.812 1.514  0.071
F: -1.275 -0.924 -0.843  0.058

=====

Record 5
2 unconnected molecules or ions with the total composition C4H2F2 at a distorted geometry. Source: the OMol25 dataset; level of theory: ωB97M-V/def2-TZVPD.

Calculated values
E_HOMO (spin up / spin down) in eV: -9.98 / -9.98
E_LUMO (spin up / spin down) in Ha: -0.1266 / -0.1267
Strongest force on any atom in eV/A: 3.70
Total charge: 0
Relative energy (zero: lowest compared OMol25 entry of this formula, charge and spin) in eV: 7.940

Each line ends with the Löwdin charge.
Geometry (Å):
C: 0.479 -2.027 0.829  0.342
H: -1.746 0.104 -0.674  0.104
H: -1.226 1.034 0.589  0.169
C: 0.060 -0.908 0.315  -0.228
F: 1.801 1.244 1.478  -0.500
C: -0.857 0.257 -0.157  0.029
C: 0.466 0.112 -0.595  -0.121
F: 1.024 0.184 -1.784  0.203

=====

Record 6
A single C4H2F2O molecule at a distorted geometry. Source: the OMol25 dataset; level of theory: ωB97M-V/def2-TZVPD.

Calculated values
E_HOMO in eV: -8.43
SMILES string: O=C=CC=C(F)F
E_LUMO in Ha: 0.0257
Strongest force on any atom in eV/A: 4.01
Total charge: 0
Relative energy (zero: lowest compared OMol25 entry of this formula, charge and spin) in eV: 0.988

Each line ends with the Löwdin charge.
Geometry (Å):
F: -0.496 1.120 1.274  0.129
C: -0.049 -0.145 1.291  -0.324
C: 0.367 -0.800 0.232  -0.018
H: 0.483 -0.690 -1.804  0.069
C: -0.317 1.072 -1.233  -0.165
C: 0.176 -0.139 -1.035  -0.073
F: -0.169 -0.796 2.486  0.081
H: 0.688 -1.762 0.262  0.095
O: -0.683 2.139 -1.474  0.205

=====

no.,calculated total energy (Ha)
1,-1141.86507
2,-248.79421
3,-4136.95788
4,-353.21933
5,-352.96893
6,-428.51752